Arrangement one

# CH2N2O3S

A structure of composition CH2N2O3S (ωB97M-V/def2-TZVPD, the OMol25 dataset).

The geometry in XYZ format:
```
9
Properties=species:S:1:pos:R:3
O 1.79431 0.91419 1.20824
O 0.94912 -1.14557 0.35418
S 1.07290 0.39596 0.15502
H -1.01426 1.45958 0.03221
C -1.09835 -0.59256 -0.18967
O 1.37382 0.79407 -1.17828
H -2.18461 -0.80743 -0.47782
N -0.59817 0.55564 0.23816
N -0.29476 -1.57388 -0.14204
```

Net charge: 0
E_HOMO (spin up / spin down), eV: -5.830 / -11.884
Multiplicity: 3
⟨S²⟩: 2.01

Charge distribution, Löwdin scheme, values in e: -0.19, -0.15, 0.58, 0.15, -0.36, -0.23, 0.14, -0.02, 0.08

***

Arrangement two

# CH2N2O3S

An isolated molecule of CH2N2O3S (ωB97M-V/def2-TZVPD, the OMol25 dataset).

The geometry in XYZ format:
```
9
Properties=species:S:1:pos:R:3
S -0.16951 -0.83702 1.20893
N -0.42412 1.14677 -1.72233
O 1.27316 -0.23247 0.91737
N -0.01250 0.93720 -0.54234
H -0.90340 2.15076 -1.75850
O -0.26314 -2.19540 1.45406
H 1.00508 -0.77515 -1.25246
O -1.00027 0.07232 1.96755
C 0.49470 -0.26700 -0.27228
```

Net charge: 0
E_HOMO (spin up / spin down), eV: -8.316 / -11.119
Multiplicity: 3
⟨S²⟩: 2.01

Charge distribution, Löwdin scheme, values in e: 0.68, 0.08, -0.13, -0.06, 0.15, -0.23, 0.21, -0.25, -0.45

***

Verdict on stability: arrangement two comes out on top.